Record 1
The following is a DFT calculation (ωB97M-V with the def2-TZVPD basis set) of C32H30BN9PS2Tb as an isolated structure at a distorted geometry.

Results
Multiplicity = 7
Frontier orbital gap (spin up / spin down) = 6.774 / 6.786 eV
E = -101152.8076 eV
<S²> = 12.690
HOMO level (spin up / spin down) = -7.94 / -7.94 eV

Last column: Mulliken charge in e.
Atoms and positions in Å:
Tb -9.727 13.850 11.497  0.421
C -9.597 12.894 16.678  -1.182
C -10.284 12.807 15.469  -0.409
N -9.884 13.754 14.626  0.118
N -9.004 14.504 15.306  0.213
C -8.762 13.973 16.530  -0.214
B -8.513 15.767 14.657  0.076
N -9.674 16.590 14.102  -0.089
C -10.002 17.865 14.487  -0.311
C -10.948 18.354 13.611  -0.976
C -11.173 17.322 12.709  -0.341
N -10.386 16.262 13.008  0.303
N -7.515 15.413 13.539  0.896
C -6.216 15.748 13.748  -0.403
C -5.649 16.025 12.530  -0.762
C -6.697 15.842 11.614  -0.614
N -7.827 15.456 12.215  -0.365
H -9.663 12.301 17.577  0.425
H -11.033 12.100 15.187  0.454
H -8.098 14.391 17.284  0.439
H -7.918 16.387 15.520  -0.188
H -9.589 18.378 15.336  0.432
H -11.426 19.326 13.644  0.388
H -11.838 17.355 11.832  0.402
H -5.682 15.815 14.692  0.448
H -4.625 16.319 12.372  0.409
H -6.597 15.899 10.525  0.384
C -14.906 10.554 12.468  -0.731
C -14.152 10.145 11.330  -0.500
C -12.792 10.313 11.313  -0.417
C -12.194 11.020 12.327  0.727
C -12.877 11.458 13.446  -0.421
C -14.247 11.336 13.437  -0.733
N -10.743 11.106 12.280  1.002
N -10.168 10.016 12.300  -0.762
C -8.783 10.112 12.595  -0.035
C -8.054 8.939 12.712  -0.422
C -6.667 9.070 13.025  -0.416
C -6.264 10.354 13.418  -0.750
C -7.123 11.455 13.220  -0.193
N -8.333 11.338 12.760  0.228
H -15.968 10.361 12.456  0.394
H -14.582 9.425 10.646  0.425
H -12.141 9.756 10.688  0.464
H -12.433 11.770 14.303  0.324
H -14.835 11.831 14.225  0.381
H -8.496 7.987 12.514  0.506
H -6.033 8.190 12.988  0.411
H -5.235 10.524 13.763  0.371
H -6.847 12.443 13.452  0.346
H -8.328 13.571 10.185  -0.128
S -11.171 13.840 6.468  -0.457
P -12.308 14.379 7.927  1.086
S -11.748 14.396 9.952  -0.068
C -13.676 13.266 7.907  0.609
C -13.432 11.964 7.504  -0.545
C -14.464 11.105 7.190  -0.761
C -15.781 11.578 7.267  -0.491
C -16.045 12.820 7.829  -0.649
C -14.983 13.652 8.186  -0.283
C -13.025 16.045 7.704  0.296
C -12.787 16.788 6.553  -0.596
C -13.355 18.053 6.418  -0.470
C -14.146 18.606 7.421  -0.416
C -14.334 17.902 8.586  -0.830
C -13.749 16.642 8.725  -0.354
H -12.421 11.638 7.323  0.371
H -14.244 10.146 6.752  0.445
H -16.591 10.980 6.886  0.400
H -17.069 13.162 7.973  0.412
H -15.234 14.648 8.521  0.335
H -12.149 16.363 5.761  0.286
H -13.169 18.601 5.504  0.386
H -14.576 19.593 7.239  0.367
H -14.961 18.260 9.412  0.373
H -13.862 16.129 9.674  0.526

Record 2
The following is a DFT calculation (ωB97M-V with the def2-TZVPD basis set) of C46H59AsNO2P4S2SiV as an isolated structure at a distorted geometry.

Results
Multiplicity = 4
ΔE to the lowest compared entry with this formula, charge and spin = 54.6 kJ/mol
Frontier orbital gap (spin up / spin down) = 7.257 / 8.156 eV
E = -207476.8798 eV
<S²> = 3.764
HOMO level (spin up / spin down) = -8.82 / -9.76 eV
Charge = +1

Last column: Mulliken charge in e.
Atoms and positions in Å:
V 0.274 0.878 -0.384  -0.574
C -4.326 5.079 1.550  -1.171
Si -3.924 3.343 2.175  0.175
C -4.334 3.211 4.011  -0.941
C -5.001 2.090 1.274  -0.824
C -2.035 3.157 1.998  0.620
C -1.214 3.968 2.779  -0.329
C 0.170 3.923 2.661  -1.617
C 0.735 3.070 1.738  -0.679
N -0.016 2.269 0.969  0.996
C -1.365 2.298 1.112  0.309
S -2.058 1.118 0.059  -0.334
H -5.406 5.242 1.543  0.353
H -3.959 5.240 0.534  0.318
H -3.883 5.848 2.188  0.334
H -5.377 3.494 4.174  0.376
H -3.716 3.863 4.632  0.336
H -4.206 2.188 4.367  0.143
H -6.053 2.296 1.493  0.448
H -4.782 1.073 1.602  0.188
H -4.867 2.127 0.193  0.216
H -1.662 4.650 3.494  0.411
H 0.800 4.553 3.274  0.502
H 1.805 3.007 1.598  0.432
C 4.139 1.589 -2.000  -1.600
P 2.576 0.698 -1.587  0.714
C 3.270 -0.983 -1.359  -0.733
C 1.858 0.776 -3.284  0.119
C 2.280 -0.002 -4.353  -0.345
C 1.628 0.071 -5.577  -1.021
C 0.560 0.937 -5.748  -0.691
C 0.150 1.746 -4.698  -0.945
C 0.795 1.676 -3.468  -0.134
P 0.222 2.535 -1.966  2.334
C -1.223 3.522 -2.484  -1.525
C 1.432 3.896 -1.696  -1.575
H 4.730 0.955 -2.661  0.470
H 4.701 1.797 -1.091  0.380
H 3.917 2.522 -2.516  0.420
H 3.588 -1.434 -2.299  0.453
H 2.530 -1.609 -0.865  -0.387
H 4.130 -0.880 -0.698  0.512
H 3.112 -0.687 -4.244  0.408
H 1.949 -0.559 -6.398  0.424
H 0.044 0.987 -6.698  0.460
H -0.684 2.424 -4.839  0.451
H -2.048 2.876 -2.781  0.218
H -0.956 4.201 -3.295  0.545
H -1.536 4.105 -1.616  0.452
H 1.803 4.294 -2.640  0.368
H 2.260 3.534 -1.089  0.278
H 0.925 4.690 -1.145  0.472
O 0.524 -0.704 0.903  0.199
P -0.635 -1.625 1.112  0.597
C -1.787 -1.949 -0.293  -1.779
P -0.888 -1.763 -1.878  1.290
O 0.292 -0.850 -1.781  0.486
C -0.402 -3.459 -2.242  0.458
C -1.371 -4.451 -2.388  -0.776
C -0.981 -5.765 -2.583  -0.927
C 0.370 -6.089 -2.628  -0.545
C 1.333 -5.099 -2.505  -0.763
C 0.948 -3.779 -2.316  -0.314
C -2.029 -1.243 -3.178  0.447
C -1.775 -1.723 -4.462  -0.637
C -2.558 -1.303 -5.525  -0.827
C -3.579 -0.388 -5.314  -0.532
C -3.816 0.111 -4.040  -0.854
C -3.051 -0.321 -2.968  -0.135
C -1.635 -1.138 2.526  0.762
C -1.107 -0.176 3.382  -0.623
C -1.798 0.174 4.531  -0.468
C -3.005 -0.444 4.830  -0.608
C -3.526 -1.411 3.979  -0.766
C -2.841 -1.763 2.829  -0.593
C 0.041 -3.265 1.490  1.109
C -0.677 -4.457 1.431  -0.385
C -0.059 -5.652 1.761  -0.721
C 1.271 -5.666 2.157  -0.678
C 1.987 -4.480 2.229  -0.724
C 1.375 -3.281 1.897  -0.716
H -2.639 -1.278 -0.230  0.958
H -2.136 -2.979 -0.226  0.822
H -2.422 -4.184 -2.362  0.509
H -1.725 -6.541 -2.707  0.449
H 0.672 -7.118 -2.768  0.435
H 2.383 -5.354 -2.559  0.461
H 1.678 -2.986 -2.230  0.107
H -0.967 -2.427 -4.618  0.494
H -2.371 -1.690 -6.519  0.443
H -4.202 -0.071 -6.140  0.418
H -4.598 0.842 -3.879  0.495
H -3.255 0.065 -1.978  0.313
H -0.163 0.295 3.135  0.139
H -1.398 0.928 5.197  0.435
H -3.543 -0.173 5.729  0.465
H -4.465 -1.893 4.219  0.435
H -3.246 -2.521 2.167  0.352
H -1.718 -4.469 1.133  0.303
H -0.616 -6.579 1.711  0.447
H 1.748 -6.604 2.408  0.430
H 3.023 -4.493 2.543  0.453
H 1.922 -2.347 1.932  0.459
C 4.332 1.529 4.754  -1.079
As 5.016 0.911 3.048  0.554
C 6.676 1.886 2.813  -1.115
C 5.540 -0.933 3.354  -1.099
S 3.674 1.143 1.479  -0.582
H 5.088 1.403 5.528  0.409
H 3.439 0.963 5.009  0.330
H 4.069 2.581 4.662  0.348
H 7.317 1.750 3.683  0.405
H 6.441 2.941 2.687  0.352
H 7.182 1.531 1.918  0.349
H 6.306 -0.982 4.127  0.430
H 5.923 -1.351 2.425  0.344
H 4.664 -1.500 3.663  0.342

Record 3
The following is a DFT calculation (ωB97M-V with the def2-TZVPD basis set) of an isolated ion of composition C17H24NO and charge +1 at a distorted geometry.

Results
Structure (SMILES) = COCCCCCCCc1cccc2cc[nH+]cc12
Frontier orbital gap = 6.598 eV
E = -21533.8258 eV
HOMO level = -11.59 eV
Charge = +1

Last column: natural (NBO) charge in e.
Atoms and positions in Å:
C 0.889 2.807 1.194  -0.275
O 0.126 2.242 0.075  -0.591
C -0.449 3.266 -0.805  -0.085
C -2.079 3.305 -0.583  -0.449
C -2.954 2.636 -1.797  -0.414
C -2.475 1.136 -2.256  -0.432
C -3.137 -0.091 -1.368  -0.411
C -2.097 -1.387 -1.184  -0.407
C -0.801 -0.812 -0.362  -0.476
C -0.017 -1.913 0.565  0.094
C -0.697 -3.106 1.461  -0.229
C 0.195 -4.140 2.407  -0.121
C 1.860 -4.016 2.493  -0.240
C 2.534 -2.820 1.595  0.015
C 4.165 -2.625 1.679  -0.207
C 4.892 -1.425 0.830  0.017
N 4.052 -0.520 -0.045  -0.537
C 2.517 -0.630 -0.156  0.117
C 1.648 -1.775 0.636  -0.089
H 1.186 3.933 1.085  0.203
H 0.359 2.554 2.231  0.200
H 1.918 2.203 1.233  0.168
H -0.209 2.917 -1.921  0.184
H 0.010 4.337 -0.702  0.199
H -2.425 2.882 0.478  0.223
H -2.384 4.459 -0.553  0.222
H -4.085 2.597 -1.417  0.224
H -2.923 3.351 -2.724  0.221
H -1.307 1.083 -2.350  0.198
H -2.891 0.982 -3.365  0.224
H -3.361 0.338 -0.293  0.199
H -4.196 -0.439 -1.796  0.234
H -2.614 -2.322 -0.703  0.226
H -1.716 -1.638 -2.284  0.218
H -0.107 -0.269 -1.132  0.235
H -1.216 0.018 0.388  0.266
H -1.862 -3.234 1.482  0.263
H -0.322 -4.987 3.052  0.263
H 2.479 -4.754 3.167  0.271
H 4.882 -3.314 2.338  0.280
H 6.049 -1.229 0.866  0.271
H 4.554 0.230 -0.609  0.455
H 2.009 0.171 -0.850  0.275

Record 4
The following is a DFT calculation (ωB97M-V with the def2-TZVPD basis set) of C36H34AsN4O9Rb as an isolated structure.

Results
ΔE to the lowest compared entry with this formula, charge and spin = 62.6 kJ/mol
Frontier orbital gap = 6.683 eV
E = -123767.4677 eV
HOMO level = -2.92 eV
Charge = -2

Last column: Mulliken charge in e.
Atoms and positions in Å:
Rb 0.154 -1.839 0.379  0.795
O -2.141 -4.564 1.836  -0.598
C -3.433 -4.117 1.496  -0.224
C -3.784 -2.812 2.188  -1.432
N -2.978 -1.721 1.674  1.048
C -3.598 -1.011 0.560  -0.501
C -2.517 -0.593 -0.457  -0.194
O -1.826 0.416 -0.140  -0.038
O -2.357 -1.337 -1.444  -0.767
C -2.439 -0.876 2.719  0.442
C -1.360 -1.574 3.582  0.367
O -1.191 -1.119 4.725  -0.812
O -0.717 -2.519 3.034  -0.811
H -1.626 -3.805 2.210  0.448
H -4.154 -4.894 1.785  0.355
H -3.518 -3.966 0.409  0.252
H -3.583 -2.929 3.256  0.426
H -4.864 -2.608 2.080  0.442
H -4.162 -0.128 0.913  0.144
H -4.286 -1.693 0.059  0.525
H -3.218 -0.491 3.400  0.073
H -1.966 -0.011 2.248  -0.675
O 2.338 -0.016 -0.582  -0.490
C 3.518 -0.005 -0.866  -0.390
C 4.442 -1.129 -0.886  0.724
C 5.752 -0.846 -1.229  -0.286
C 6.723 -1.834 -1.267  -0.298
C 6.377 -3.168 -0.942  -0.288
C 5.104 -3.480 -0.599  -0.685
C 4.033 -2.492 -0.544  -0.077
O 2.879 -2.809 -0.230  -0.474
N 8.061 -1.509 -1.623  0.989
O 8.900 -2.412 -1.650  -0.688
O 8.343 -0.345 -1.904  -0.678
H 3.999 0.959 -1.149  0.246
H 6.031 0.172 -1.473  0.429
H 7.151 -3.922 -0.971  0.448
H 4.826 -4.495 -0.342  0.416
N -0.783 -6.968 -4.452  -0.591
C -0.526 -6.125 -3.367  1.183
C -1.307 -6.171 -2.216  -0.718
C -1.038 -5.287 -1.184  -0.533
N -0.059 -4.385 -1.228  -0.123
C 0.683 -4.345 -2.329  -0.394
C 0.494 -5.180 -3.418  -0.604
H -1.252 -7.826 -4.208  0.225
H 0.012 -7.129 -5.048  0.229
H -2.120 -6.882 -2.125  0.281
H -1.620 -5.299 -0.268  0.476
H 1.484 -3.612 -2.333  0.275
H 1.132 -5.093 -4.290  0.275
C 2.461 7.097 -0.147  -0.380
C 1.363 6.942 0.692  -0.678
C 0.550 5.825 0.575  0.292
C 0.812 4.842 -0.378  -0.158
C 1.915 5.012 -1.209  -0.648
C 2.737 6.128 -1.098  -0.553
As -0.254 3.188 -0.607  0.449
C -2.010 4.044 -0.792  -0.147
C -2.185 5.334 -1.283  -0.271
C -3.460 5.851 -1.483  -0.608
C -4.574 5.076 -1.203  -0.429
C -4.406 3.779 -0.730  -0.677
C -3.136 3.261 -0.530  0.028
C -0.362 2.707 1.279  0.731
C -1.226 3.304 2.189  0.065
C -1.270 2.861 3.505  -0.889
C -0.461 1.813 3.918  -0.376
C 0.407 1.218 3.012  -0.649
C 0.457 1.663 1.698  -0.717
H 3.100 7.967 -0.051  0.357
H 1.146 7.691 1.444  0.386
H -0.294 5.707 1.243  0.303
H 2.141 4.249 -1.947  0.359
H 3.596 6.234 -1.750  0.372
H -1.320 5.951 -1.502  0.362
H -3.579 6.861 -1.858  0.363
H -5.570 5.476 -1.359  0.343
H -5.272 3.163 -0.519  0.422
H -2.997 2.241 -0.180  0.232
H -1.902 4.089 1.868  0.363
H -1.968 3.314 4.200  0.334
H -0.547 1.402 4.914  0.301
H 0.997 0.365 3.324  0.388
H 1.098 1.173 0.976  0.593

Record 5
The following is a DFT calculation (ωB97M-V with the def2-TZVPD basis set) of one molecule with the formula C4H6O2.

Results
Structure (SMILES) = OC1=COCC1
ΔE to the lowest compared entry with this formula, charge and spin = 160.4 kJ/mol
Frontier orbital gap = 8.864 eV
E = -8338.7986 eV
HOMO level = -8.07 eV

Last column: natural (NBO) charge in e.
Atoms and positions in Å:
O 0.456 1.954 -0.908  -0.679
C 0.211 0.846 -0.149  0.216
C -0.444 0.731 1.006  0.017
O -0.637 -0.586 1.378  -0.503
C -0.339 -1.337 0.185  -0.059
C 0.720 -0.519 -0.549  -0.478
H -0.344 2.495 -0.903  0.486
H -0.813 1.503 1.674  0.200
H -0.052 -2.346 0.487  0.196
H -1.240 -1.359 -0.451  0.169
H 1.725 -0.693 -0.141  0.210
H 0.757 -0.690 -1.629  0.225

Record 6
The following is a DFT calculation (ωB97M-V with the def2-TZVPD basis set) of a 2-piece molecular cluster, C5H6O2 overall at a distorted geometry.

Results
Structure (SMILES) = CC1C=C1.O=C=O
ΔE to the lowest compared entry with this formula, charge and spin = 339.4 kJ/mol
Frontier orbital gap = 9.706 eV
E = -9373.5779 eV
HOMO level = -9.01 eV

Last column: natural (NBO) charge in e.
Atoms and positions in Å:
C -0.662 1.290 0.783  -0.651
C -0.196 -0.158 0.751  -0.126
C 0.921 -0.648 -0.025  -0.265
C 1.530 -0.604 1.109  -0.181
H -0.025 1.937 0.172  0.209
H -0.610 1.616 1.822  0.220
H -1.705 1.436 0.452  0.223
H -0.978 -0.864 1.067  0.197
H 0.962 -0.896 -1.094  0.157
H 2.474 -0.778 1.658  0.237
O -1.247 -0.407 -1.365  -0.508
C -0.504 -0.783 -2.181  0.996
O 0.040 -1.142 -3.150  -0.508

Record 7
The following is a DFT calculation (ωB97M-V with the def2-TZVPD basis set) of a 2-piece molecular cluster, C3H3NO overall.

Results
ΔE to the lowest compared entry with this formula, charge and spin = 251.4 kJ/mol
Frontier orbital gap = 9.162 eV
E = -6693.8862 eV
HOMO level = -8.12 eV

Last column: natural (NBO) charge in e.
Atoms and positions in Å:
C -0.048 0.432 0.301  -0.020
C -1.281 -0.068 2.804  0.511
C 0.771 -0.746 -1.685  -0.271
N 0.373 -0.028 -0.726  -0.271
O -1.592 0.999 3.017  -0.529
H -0.123 1.481 0.508  0.185
H 1.806 -1.035 -1.752  0.198
H 0.094 -1.035 -2.467  0.198

Record 8
The following is a DFT calculation (ωB97M-V with the def2-TZVPD basis set) of one molecule with the formula C20H30N2O6.

Results
Structure (SMILES) = CCOC(=O)N1CCN(C(=O)c2cc(OCC)c(OCC)c(OCC)c2)CC1
ΔE to the lowest compared entry with this formula, charge and spin = 168.5 kJ/mol
Frontier orbital gap = 9.113 eV
E = -36492.1002 eV
HOMO level = -8.49 eV

Last column: natural (NBO) charge in e.
Atoms and positions in Å:
C 7.806 -0.700 1.088  -0.635
C 6.592 -1.572 0.801  -0.068
O 5.570 -0.844 0.121  -0.524
C 4.772 -0.082 0.902  0.895
O 4.836 -0.031 2.108  -0.665
N 3.893 0.625 0.155  -0.453
C 3.793 0.450 -1.283  -0.213
C 2.718 1.380 -1.833  -0.241
N 1.454 1.142 -1.168  -0.441
C 0.370 0.801 -1.909  0.680
O 0.404 0.739 -3.124  -0.615
C -0.877 0.517 -1.131  -0.096
C -1.391 -0.772 -1.131  -0.318
C -2.570 -1.050 -0.455  0.349
O -3.147 -2.282 -0.409  -0.518
C -2.588 -3.334 -1.171  -0.063
C -3.493 -4.546 -1.008  -0.618
C -3.241 -0.030 0.251  0.148
O -4.407 -0.303 0.940  -0.525
C -4.306 -1.219 2.019  -0.061
C -3.348 -0.743 3.107  -0.643
C -2.748 1.279 0.194  0.290
O -3.280 2.372 0.805  -0.501
C -4.676 2.487 1.045  -0.056
C -5.500 2.393 -0.232  -0.641
C -1.562 1.534 -0.497  -0.261
C 1.489 1.027 0.281  -0.220
C 2.870 1.416 0.800  -0.229
H 8.186 -0.267 0.166  0.208
H 8.585 -1.301 1.548  0.215
H 7.529 0.101 1.769  0.225
H 6.846 -2.392 0.127  0.186
H 6.184 -1.968 1.737  0.200
H 3.538 -0.592 -1.513  0.199
H 4.759 0.670 -1.747  0.214
H 3.018 2.425 -1.707  0.193
H 2.558 1.188 -2.896  0.262
H -0.865 -1.542 -1.672  0.228
H -2.531 -3.042 -2.228  0.179
H -1.576 -3.565 -0.812  0.171
H -3.109 -5.374 -1.597  0.215
H -3.538 -4.842 0.037  0.211
H -4.498 -4.304 -1.343  0.217
H -4.002 -2.206 1.655  0.188
H -5.326 -1.283 2.407  0.186
H -2.334 -0.681 2.718  0.212
H -3.363 -1.443 3.939  0.217
H -3.639 0.241 3.469  0.210
H -4.772 3.483 1.489  0.184
H -5.016 1.741 1.767  0.184
H -5.124 3.094 -0.974  0.211
H -5.449 1.387 -0.637  0.220
H -6.537 2.631 -0.013  0.216
H -1.208 2.552 -0.527  0.227
H 0.735 1.678 0.733  0.217
H 1.265 -0.006 0.576  0.200
H 2.940 1.225 1.873  0.258
H 3.053 2.482 0.626  0.191